[1]
{
  "formula": "C16H17Cl2F5O3Os",
  "method": "ωB97M-V/def2-TZVPD",
  "relative_energy_ev": 1.752,
  "gap_ev": [4.033, 5.235],
  "multiplicity": 5,
  "charge": -2,
  "elements": ["Os", "Cl", "Cl", "F", "F", "F", "F", "F", "O", "O", "O", "C", "C", "C", "C", "C", "C", "C", "C", "C", "C", "C", "C", "C", "C", "C", "C", "H", "H", "H", "H", "H", "H", "H", "H", "H", "H", "H", "H", "H", "H", "H", "H", "H"],
  "coordinates": [[0.096, 0.647, -0.469], [-1.621, 0.033, 1.052], [-0.587, 2.632, 0.241], [-0.736, -3.683, 4.663], [0.489, -2.385, 2.586], [-1.424, -2.253, 6.897], [0.494, 1.649, 5.107], [-0.568, 0.303, 7.248], [1.292, 0.218, 2.948], [1.694, -0.066, 0.266], [1.727, 2.185, -0.397], [-1.080, -2.682, -1.326], [-1.454, -0.182, -2.062], [-1.095, 2.218, -2.971], [-0.621, 0.906, -2.479], [1.920, 1.240, -2.902], [1.839, -1.940, -1.930], [0.179, -1.715, 3.716], [0.211, 0.339, 5.023], [0.724, -0.951, -2.033], [-0.505, -2.352, 4.716], [0.593, -0.331, 3.812], [-0.630, -1.318, -1.773], [-0.814, -1.641, 5.892], [-2.951, -0.167, -1.990], [0.765, 0.445, -2.440], [-0.390, -0.312, 6.062], [1.666, -2.632, -1.095], [1.835, 2.252, -2.461], [-1.874, -2.595, -0.581], [2.813, -1.457, -1.811], [-1.480, -3.220, -2.174], [-3.320, -0.967, -1.352], [2.839, 0.823, -2.489], [-1.969, 2.546, -2.407], [2.245, 3.043, -0.469], [-0.241, -3.248, -0.940], [-3.338, -0.343, -2.992], [1.882, -2.564, -2.828], [1.628, 0.023, 1.256], [-0.340, 2.978, -2.867], [-3.325, 0.795, -1.657], [1.978, 1.253, -3.992], [-1.390, 2.138, -4.013]],
  "mulliken_spin": [2.620, 0.244, 0.191, 0.000, 0.000, 0.000, 0.000, 0.000, -0.004, 0.290, 0.093, -0.013, 0.072, -0.017, 0.106, 0.014, -0.027, -0.001, 0.003, -0.076, 0.002, -0.007, 0.276, 0.000, 0.000, 0.148, 0.001, 0.002, -0.017, 0.002, 0.001, 0.017, 0.002, 0.003, 0.003, 0.048, 0.006, 0.009, 0.000, 0.004, -0.002, -0.001, 0.005, 0.003]
}

=====

[2]
{
  "formula": "C3H10N3",
  "method": "ωB97M-V/def2-TZVPD",
  "relative_energy_ev": 1.391,
  "gap_ev": [6.835, 6.182],
  "multiplicity": 3,
  "charge": 1,
  "elements": ["N", "N", "N", "C", "C", "C", "H", "H", "H", "H", "H", "H", "H", "H", "H", "H"],
  "coordinates": [[0.384, -1.072, -0.667], [2.326, -0.098, 0.479], [-1.802, -0.469, 0.192], [-0.876, -1.239, -0.246], [1.361, 0.166, -0.628], [-1.810, 1.015, 0.322], [-2.040, 1.517, -0.718], [-1.000, 1.452, 0.910], [0.672, 0.922, -0.251], [-2.736, -0.836, 0.134], [1.851, 0.133, -1.701], [2.805, -0.939, 0.216], [-1.285, -2.342, -0.245], [2.908, 0.684, 0.603], [0.833, -1.998, -0.869], [-2.772, 1.191, 0.737]],
  "mulliken_spin": [0.739, 0.025, 0.627, 0.619, -0.045, -0.017, 0.052, 0.013, 0.008, -0.023, 0.015, -0.001, 0.013, 0.006, -0.041, 0.010]
}

=====

[3]
{
  "formula": "CH4N2S",
  "method": "ωB97M-V/def2-TZVPD",
  "relative_energy_ev": 4.294,
  "gap_ev": 8.592,
  "elements": ["S", "N", "N", "C", "H", "H", "H", "H"],
  "coordinates": [[2.545, 0.023, -0.032], [-1.286, -0.206, -0.068], [0.040, 0.522, -0.277], [1.034, -0.262, -0.230], [-1.308, -0.711, 1.181], [0.828, -1.169, -0.656], [0.229, 1.429, 0.492], [-2.082, 0.374, -0.410]],
  "nbo_charge": [-0.062, -0.696, -0.406, -0.148, 0.361, 0.197, 0.367, 0.387]
}

=====

[4]
{
  "formula": "C2H6N3O2",
  "method": "ωB97M-V/def2-TZVPD",
  "relative_energy_ev": 7.777,
  "gap_ev": [6.569, 6.566],
  "charge": -1,
  "smiles": "CCN([O-])NN=O",
  "elements": ["O", "O", "N", "N", "N", "C", "C", "H", "H", "H", "H", "H", "H"],
  "coordinates": [[-1.748, 1.080, -0.256], [2.091, 1.806, 1.937], [1.340, 0.849, 1.482], [-0.918, 0.394, 0.520], [0.249, 1.235, 0.877], [0.078, -0.890, -1.269], [-0.516, -0.828, 0.101], [-1.335, -1.662, 0.012], [-0.210, -1.928, -1.773], [1.156, -0.787, -1.421], [0.041, 2.145, 0.720], [0.268, -1.186, 0.882], [-0.496, -0.229, -1.811]],
  "nbo_charge": [-0.782, -0.574, 0.139, -0.016, -0.225, -0.637, -0.238, 0.183, 0.161, 0.195, 0.368, 0.196, 0.231]
}

=====

[5]
{
  "formula": "C4H7N3",
  "method": "ωB97M-V/def2-TZVPD",
  "relative_energy_ev": 4.723,
  "gap_ev": 8.758,
  "elements": ["N", "N", "N", "C", "C", "C", "C", "H", "H", "H", "H", "H", "H", "H"],
  "coordinates": [[-0.945, -0.784, -1.182], [-0.014, -1.650, -1.614], [-0.949, 0.891, 0.433], [-0.408, 1.520, 1.610], [-0.277, -0.112, -0.218], [1.116, -0.755, 0.102], [1.212, -1.493, -1.091], [-0.728, 0.999, 2.515], [-0.783, 2.542, 1.667], [-1.951, 0.925, 0.287], [0.675, 1.620, 1.718], [-0.254, -2.265, -2.371], [2.064, -2.119, -1.339], [1.241, 0.681, -0.519]],
  "nbo_charge": [-0.361, -0.286, -0.626, -0.415, 0.273, -0.391, -0.053, 0.186, 0.197, 0.401, 0.227, 0.407, 0.220, 0.220]
}

=====

[6]
{
  "formula": "ClO4Pb2",
  "method": "ωB97M-V/def2-TZVPD",
  "gap_ev": 6.448,
  "charge": 3,
  "elements": ["Pb", "Pb", "Cl", "O", "O", "O", "O"],
  "coordinates": [[3.414, 2.061, 0.055], [-2.578, -2.897, 0.556], [-0.172, 0.189, -0.125], [-0.650, 0.440, -1.416], [-0.662, -1.096, 0.363], [1.277, 0.142, -0.242], [-0.628, 1.161, 0.808]],
  "nbo_charge": [1.949, 1.943, 2.579, -0.755, -1.006, -0.946, -0.765]
}

=====

[7]
{
  "formula": "C20H23Cl3FGeNO3PtS3",
  "method": "ωB97M-V/def2-TZVPD",
  "relative_energy_ev": 0.177,
  "gap_ev": [5.739, 5.145],
  "multiplicity": 2,
  "charge": 3,
  "elements": ["Pt", "Ge", "Cl", "Cl", "Cl", "S", "S", "S", "F", "O", "O", "O", "N", "C", "C", "C", "C", "C", "C", "C", "C", "C", "C", "C", "C", "C", "C", "C", "C", "C", "C", "C", "C", "H", "H", "H", "H", "H", "H", "H", "H", "H", "H", "H", "H", "H", "H", "H", "H", "H", "H", "H", "H", "H", "H", "H"],
  "coordinates": [[-1.564, 0.590, 1.718], [1.203, 1.451, 3.217], [3.148, 2.044, 2.843], [0.560, 1.417, 5.183], [-0.211, 2.710, 2.028], [-2.849, 1.476, 3.378], [-3.501, 0.646, 0.252], [-2.245, -1.553, 2.447], [-0.966, 1.730, -4.672], [-0.638, 0.204, -0.044], [2.421, -1.573, 2.240], [0.767, -0.073, 2.473], [3.021, -0.622, -1.732], [-0.236, 0.907, -2.625], [4.639, -0.125, -3.534], [-0.015, 1.154, -3.951], [-3.681, 0.073, 4.206], [-3.804, -1.137, 0.193], [3.504, -0.116, -4.539], [2.827, -0.850, -0.458], [2.208, 0.234, -3.870], [0.785, 0.307, -1.874], [4.326, -1.057, -2.378], [1.694, -0.850, 1.661], [1.643, -0.534, 0.231], [1.186, 0.824, -4.578], [-2.800, -1.155, 4.130], [0.574, 0.008, -0.482], [2.009, -0.023, -2.497], [-4.799, 1.303, 1.351], [5.464, -1.117, -1.373], [-4.185, 2.225, 2.392], [-3.799, -1.843, 1.539], [-5.487, 1.878, 0.729], [3.631, -1.313, 0.093], [-3.862, -2.920, 1.371], [5.554, -0.480, -4.007], [-1.871, -1.021, 4.690], [-3.719, 3.097, 1.930], [-5.367, 0.481, 1.783], [-4.931, 2.599, 3.098], [-3.003, -1.503, -0.454], [-3.830, 0.359, 5.249], [1.304, 1.044, -5.631], [3.699, 0.586, -5.349], [4.129, -2.058, -2.771], [-4.746, -1.306, -0.332], [3.410, -1.104, -5.000], [-4.664, -0.068, 3.762], [-3.296, -2.036, 4.541], [6.381, -1.302, -1.929], [-1.175, 1.179, -2.170], [4.840, 0.881, -3.155], [5.372, -1.930, -0.654], [5.582, -0.169, -0.844], [-4.637, -1.565, 2.175]],
  "mulliken_spin": [0.488, 0.001, 0.001, 0.002, 0.000, -0.006, 0.279, 0.171, 0.000, 0.028, 0.007, 0.026, 0.003, -0.001, 0.000, 0.000, 0.002, 0.000, 0.001, -0.001, -0.002, -0.002, 0.000, -0.014, -0.001, 0.000, -0.003, -0.003, 0.002, 0.001, 0.000, -0.002, 0.001, 0.006, 0.002, 0.000, 0.000, 0.000, -0.003, 0.004, -0.001, -0.003, 0.001, 0.000, 0.000, 0.000, 0.007, 0.000, -0.001, 0.008, 0.000, -0.001, 0.000, 0.000, 0.000, 0.002]
}

=====

[8]
{
  "formula": "C48H55AsCsN5O4P",
  "method": "ωB97M-V/def2-TZVPD",
  "gap_ev": [3.386, 2.737],
  "charge": -1,
  "elements": ["Cs", "As", "P", "O", "O", "O", "O", "N", "N", "N", "N", "N", "C", "C", "C", "C", "C", "C", "C", "C", "C", "C", "C", "C", "C", "C", "C", "C", "C", "C", "C", "C", "C", "C", "C", "C", "C", "C", "C", "C", "C", "C", "C", "C", "C", "C", "C", "C", "C", "C", "C", "C", "C", "C", "C", "C", "C", "C", "C", "C", "H", "H", "H", "H", "H", "H", "H", "H", "H", "H", "H", "H", "H", "H", "H", "H", "H", "H", "H", "H", "H", "H", "H", "H", "H", "H", "H", "H", "H", "H", "H", "H", "H", "H", "H", "H", "H", "H", "H", "H", "H", "H", "H", "H", "H", "H", "H", "H", "H", "H", "H", "H", "H", "H", "H"],
  "coordinates": [[-0.652, -0.528, 0.228], [0.345, -3.694, -6.360], [-1.541, -2.632, -2.254], [1.883, 0.217, 2.401], [-0.423, 2.674, 2.026], [-1.597, 1.837, -0.263], [-1.742, -3.133, 3.434], [7.756, -2.739, -4.549], [9.314, -1.209, -3.569], [1.460, 1.735, 4.035], [-2.383, 3.896, -0.810], [1.884, -0.129, -1.893], [-1.595, -1.813, 2.918], [-3.204, 3.373, -1.886], [4.298, -0.055, -3.282], [-4.188, -4.459, -7.570], [-3.935, -3.437, -0.994], [0.949, -5.472, -5.840], [-4.304, -5.609, -0.034], [-0.037, -2.868, -4.607], [1.249, -7.798, -6.423], [-1.675, 3.038, -0.035], [6.744, -2.303, -3.733], [0.890, 2.987, 4.485], [-2.234, -5.117, -1.153], [2.004, -7.998, -5.275], [-3.773, -2.231, -3.984], [1.718, -5.680, -4.701], [-2.232, -5.208, -6.384], [-4.745, -4.321, -0.299], [0.733, -6.543, -6.707], [-2.095, -4.057, 2.447], [-3.043, -6.003, -0.457], [0.891, 2.254, 1.695], [-3.557, -5.389, -6.756], [-0.956, 3.643, 1.177], [-0.865, -3.684, -3.625], [-3.488, -3.344, -8.007], [2.497, -1.236, -2.255], [3.668, 1.107, -2.886], [-3.299, 0.486, -4.251], [7.063, -1.317, -2.758], [8.934, -2.171, -4.414], [-1.018, -1.040, 4.088], [-2.567, 5.293, -0.470], [5.486, -2.934, -3.858], [-1.520, -4.093, -6.819], [1.877, 0.820, 5.084], [-2.163, -3.167, -7.636], [-2.723, -1.649, -3.273], [8.335, -0.819, -2.730], [2.472, 1.044, -2.184], [4.249, -2.581, -3.328], [1.434, 1.294, 2.753], [-2.499, -0.282, -3.410], [2.243, -6.935, -4.418], [-4.345, -0.103, -4.942], [-2.674, -3.827, -1.445], [3.733, -1.311, -2.946], [-4.585, -1.465, -4.803], [-1.319, -1.455, 5.063], [2.646, 1.295, 5.698], [-1.686, 0.195, -2.872], [-1.221, -4.382, 1.863], [-0.172, 2.893, 4.723], [-2.533, -4.938, 2.927], [-0.268, -4.478, -3.175], [2.847, -7.073, -3.531], [-0.576, -1.960, -4.898], [-4.265, 3.502, -1.655], [-1.750, -5.946, -5.753], [-1.679, 4.221, 1.761], [8.608, -0.068, -1.992], [-1.620, -2.299, -7.995], [-1.245, -5.441, -1.453], [-2.883, 5.825, -1.366], [-2.825, -3.624, 1.753], [-5.220, -4.605, -7.863], [1.426, 3.294, 5.384], [1.013, 3.769, 3.740], [-2.978, 3.896, -2.816], [0.912, 1.732, 0.739], [-1.639, 5.748, -0.131], [5.535, -3.878, -4.392], [2.414, -8.975, -5.056], [-4.289, -2.430, -1.181], [1.566, 3.120, 1.625], [-3.961, -3.295, -3.894], [-4.970, 0.495, -5.594], [9.709, -2.537, -5.085], [-5.395, -1.935, -5.345], [0.151, -6.399, -7.610], [1.953, 1.944, -1.869], [0.911, -2.535, -4.179], [-3.335, 5.434, 0.297], [3.518, -3.386, -3.277], [-5.715, -3.994, 0.051], [-0.183, 4.341, 0.823], [-1.306, 0.018, 4.048], [5.206, -0.014, -3.867], [0.083, -1.068, 4.081], [-4.930, -6.297, 0.520], [1.993, -2.167, -1.996], [-3.097, 1.544, -4.367], [6.330, -0.994, -2.033], [4.093, 2.072, -3.136], [1.065, -8.621, -7.103], [-3.000, 2.314, -2.005], [-4.096, -6.262, -6.408], [-3.973, -2.611, -8.641], [2.275, -0.082, 4.629], [-2.680, -6.998, -0.237], [1.026, 0.549, 5.713], [-1.710, -4.164, -4.127], [1.933, -4.859, -4.030]],
  "lowdin_charge": [0.970, 1.306, 0.981, 0.035, -0.135, -0.230, -0.297, 0.081, 0.015, -0.130, -0.142, -0.010, -0.359, -0.027, -0.054, -0.104, -0.105, -0.421, -0.096, -0.425, -0.094, -0.404, -0.319, -0.046, -0.097, -0.097, -0.089, -0.111, -0.127, -0.087, -0.140, -0.191, -0.088, -0.137, -0.088, -0.125, -0.412, -0.102, -0.151, -0.094, -0.090, -0.058, -0.286, -0.229, -0.049, -0.092, -0.413, -0.042, -0.134, -0.378, -0.188, -0.204, -0.107, -0.450, -0.103, -0.078, -0.087, -0.381, -0.234, -0.080, 0.052, 0.087, 0.087, 0.071, 0.096, 0.073, 0.059, 0.105, 0.053, 0.101, 0.101, 0.137, 0.090, 0.089, 0.099, 0.090, 0.048, 0.097, 0.088, 0.083, 0.094, 0.067, 0.085, 0.086, 0.098, 0.107, 0.138, 0.112, 0.099, 0.084, 0.101, 0.098, 0.077, 0.044, 0.099, 0.064, 0.104, 0.137, 0.038, 0.099, 0.029, 0.100, 0.098, 0.094, 0.096, 0.093, 0.098, 0.064, 0.101, 0.099, 0.086, 0.103, 0.091, 0.057, 0.081]
}